{
  "formula": "C7H11NO",
  "method": "the ωB97M-V functional and the def2-TZVPD basis",
  "symbols": ["C", "C", "C", "C", "C", "C", "C", "N", "O", "H", "H", "H", "H", "H", "H", "H", "H", "H", "H", "H"],
  "coordinates": [[-0.22364, 2.11123, 1.75716], [-0.41915, 0.73753, 1.50473], [0.32898, 2.66158, 0.63323], [0.02111, 0.50799, 0.23046], [-1.22117, -1.09330, -1.34635], [0.50872, -2.03370, 0.24376], [0.12520, -0.87685, -0.66727], [0.47331, 1.67336, -0.28937], [1.08515, -0.66247, -1.68008], [-0.46344, 2.62466, 2.66764], [-0.83318, 0.01831, 2.18230], [0.62821, 3.66957, 0.42524], [-1.19058, -1.99864, -1.94767], [-2.00703, -1.17504, -0.60241], [-1.43473, -0.25024, -1.99980], [0.66179, -2.93111, -0.35416], [-0.28297, -2.22347, 0.96215], [1.42559, -1.80811, 0.78637], [0.85290, 1.75343, -1.21753], [1.96493, -0.70475, -1.28841]],
  "e_above_lowest_kcal_mol": 9.95,
  "fmax_ev_per_a": 3.30,
  "e_homo_ev": -8.06,
  "charge": 0,
  "orbital_gap_ev": 8.879
}